{
  "formula": "C5H11P",
  "method": "the ωB97M-V functional and the def2-TZVPD basis",
  "fmax_ev_per_a": 4.265,
  "de_lowest_kcal_mol": 88.5,
  "homo_energy_ev": [-7.69, -7.82],
  "lumo_energy_ev": [0.68, -0.28],
  "orbital_gap_ev": [8.373, 7.541],
  "symbols": ["C", "C", "C", "C", "C", "P", "H", "H", "H", "H", "H", "H", "H", "H", "H", "H", "H"],
  "coordinates": [[-1.914, -0.294, -0.073], [1.982, 1.163, 0.324], [1.428, -0.127, 0.923], [2.114, 0.675, -1.185], [-3.057, -1.198, 0.059], [1.229, -0.977, -0.719], [-1.121, -0.354, 0.636], [-1.938, 0.697, -0.541], [1.239, 1.922, 0.279], [2.815, 1.599, 0.691], [1.956, -0.556, 1.663], [0.443, 0.037, 1.419], [1.734, 1.271, -2.019], [3.184, 0.501, -1.402], [-3.209, -1.703, -0.940], [-2.861, -2.071, 0.781], [-4.024, -0.586, 0.103]],
  "forces_ev_per_a": [[0.820, 1.033, 0.408], [-2.660, -1.271, -3.083], [-2.737, 1.721, -1.607], [0.707, -0.901, 0.966], [-0.961, -0.997, -1.400], [0.443, 0.699, -0.316], [0.163, -0.223, 0.295], [-0.416, -0.597, -0.140], [-0.833, 0.735, 0.437], [2.892, 1.018, 1.410], [2.363, -1.803, 2.281], [0.533, 0.013, -0.354], [-0.237, 0.025, 0.417], [-0.427, -0.237, -0.084], [0.103, 0.182, 0.717], [-0.777, 1.716, -0.723], [1.025, -1.114, 0.778]],
  "lowdin_charge": [-0.11, -0.29, -0.45, -0.39, -0.21, 0.89, -0.05, 0.05, 0.08, 0.05, 0.01, 0.05, 0.05, 0.05, 0.07, 0.09, 0.09]
}